1.
Below is C18H54O9S9 as an isolated structure, with properties calculated with ωB97M-V/def2-TZVPD.

Structure (XYZ):
```
90
Properties=species:S:1:pos:R:3:forces:R:3
S -0.902667 0.052427 4.194386 0.931 0.249 -0.393
S 0.514933 -4.132093 -1.262844 0.249 -1.571 0.979
C 2.092863 -0.687573 1.479056 4.642 -0.881 1.966
H -0.192167 -0.867693 1.965476 -0.791 0.834 1.682
H -2.311007 -0.474083 1.152096 3.295 0.455 -1.470
H -2.191017 -1.604493 2.874726 1.039 0.057 2.013
O -5.817837 -2.288123 0.605536 -0.814 -0.392 0.467
H 1.845873 2.761127 -2.493854 -2.540 -0.537 -1.314
H 2.271943 -0.661663 -0.131164 1.220 1.212 -2.810
H -5.361937 2.394257 2.405346 0.361 -0.392 -0.178
C -4.793147 2.917057 1.636426 -0.275 1.088 -0.577
H 1.131023 -0.392943 1.059346 3.394 1.010 1.414
H -0.604537 -4.072693 0.909626 0.209 -0.465 0.017
H 0.131223 1.820277 -0.839334 1.080 -0.740 4.886
C -0.962627 -4.138293 -0.117784 1.318 0.030 -0.236
O 3.553293 -2.396523 -2.351714 0.570 2.323 -0.399
H 0.317363 0.892087 2.221576 0.069 -0.007 0.593
H 4.871533 -1.276713 1.112176 0.144 0.222 0.840
S -4.062177 1.892097 0.332786 -2.363 0.076 0.952
H -2.796247 -1.337853 4.582396 -0.173 0.159 -0.212
H -1.270477 0.761827 1.826846 -0.749 0.753 -1.332
O 3.176823 1.578967 2.730506 -0.010 -1.097 -0.170
H 4.654863 3.717457 0.172186 -0.147 0.011 0.144
H -3.872697 -2.092293 2.527016 -0.589 -0.623 -0.519
H 4.938073 2.029527 -0.086164 -0.294 -0.093 -0.702
O 1.213243 -5.457593 -0.965774 -0.910 1.085 -0.370
H -6.462987 1.716157 0.085116 0.154 1.028 -1.080
H 1.724073 -1.296223 -3.794194 0.433 -0.285 -0.042
S 3.256873 0.755757 1.475366 1.065 0.299 3.309
C -1.817577 2.823107 -2.935064 0.420 -1.501 -1.756
C -3.521097 -1.394443 1.767096 -2.453 -2.614 0.731
S -0.336507 1.933567 -2.193034 -4.966 1.404 -8.534
H -5.733967 0.516067 -1.063154 0.361 0.198 0.372
C 4.726113 2.961627 -0.609964 0.190 1.842 -0.282
H -1.652147 -3.300053 -0.217934 1.693 -1.309 -0.305
H -2.488127 -1.678863 1.566666 -1.050 -0.949 -0.592
C 4.894063 -0.257823 1.498766 -0.585 0.751 1.099
H 1.619643 1.035477 -1.131164 -1.659 -2.587 -0.020
H -1.996787 3.839777 -2.585224 0.268 -0.264 0.327
H -1.405667 -5.106373 -0.351514 -0.243 0.114 0.185
H -5.470097 3.596137 1.118096 -0.249 -0.018 -0.116
C -1.680107 0.376247 0.893236 6.867 -2.008 -1.902
H 2.476693 -1.508073 0.872796 -0.237 0.000 1.943
H 0.807753 3.992197 -2.923994 -0.782 -0.039 -0.074
H 0.899703 -0.760843 -2.388344 1.271 -0.075 0.285
H -4.059327 3.596237 2.070396 0.361 -0.534 0.085
S 3.468763 -0.841033 -2.319834 -0.404 -5.268 0.794
H 2.491543 -3.360463 -0.330104 0.099 0.100 -0.849
H 3.759973 0.461567 -0.375464 -0.406 -0.538 -0.417
H 1.455633 -2.033323 -1.108534 0.477 -0.448 0.313
S -4.571277 -1.604013 0.243746 1.382 0.410 -0.595
O 0.284353 -1.549113 0.835796 -6.289 -0.510 -2.441
H -1.352727 -2.254063 4.326886 0.202 -0.113 -0.149
H -2.472677 -2.299023 -0.600354 -0.845 0.579 -0.305
C 0.901423 2.910217 -3.017184 0.658 0.451 -0.155
H 5.493373 0.324817 0.799156 0.628 -0.098 0.517
C 0.155053 -0.095903 2.652426 -1.257 0.922 4.790
C -5.643317 1.022507 -0.102214 -0.878 1.150 1.268
S -0.308117 -0.446483 -0.123544 -0.499 -0.281 -0.603
H -2.254177 1.006527 0.214046 5.520 0.155 -3.758
H 1.141913 -0.534833 2.799206 -2.550 1.613 2.878
O -1.743887 1.299387 4.079876 -0.226 -0.434 -0.389
H 5.174133 -0.244813 2.552096 0.458 0.300 -0.209
H 4.657503 1.771847 -2.940784 -0.002 0.516 -0.114
S 3.130623 3.103427 -1.515894 5.678 0.302 1.107
O -3.179997 0.858987 1.036136 -14.563 5.664 3.910
H -2.667457 2.148447 -2.831924 -0.079 0.161 0.698
H -3.540857 -0.445553 2.303106 -0.511 -0.393 -0.482
H -3.682177 -3.433563 -1.309014 -0.515 0.773 -0.323
H 1.765793 0.395247 -3.519044 -0.241 -0.338 0.409
H -5.964877 0.448957 0.767106 0.800 -1.003 -0.179
C -3.428217 -2.803403 -0.456654 -0.808 -0.318 0.983
H 2.029353 -1.170813 2.454016 1.456 -0.193 -0.470
H 1.087433 -2.635373 0.519046 0.953 -1.786 -1.142
H -1.684027 2.794267 -4.016464 0.103 0.497 -0.215
H 1.139263 2.622447 -4.041244 -0.773 -0.102 -0.126
C 3.588493 1.980217 -2.897374 0.836 0.296 -0.073
H 3.171913 2.353277 -3.832994 0.510 -0.017 -0.013
C -1.935637 -1.427983 3.919586 0.912 0.178 0.780
C 0.816243 1.096907 -0.397084 -0.719 -4.649 3.313
H 5.520103 3.321887 -1.264084 0.208 -0.379 -0.013
H 1.373183 1.522937 0.437436 -1.776 -1.166 0.925
H -3.367397 -3.523073 0.359716 0.326 -0.058 0.041
O 2.334403 2.248357 -0.626364 3.041 5.214 -0.209
H 3.908703 -1.287953 0.024356 -0.503 0.103 -1.694
C 1.510833 -2.900053 -0.449864 1.037 -2.320 -0.751
O -0.163047 0.509167 -2.778374 -3.496 4.870 0.954
C 3.301653 -0.523693 -0.460944 0.825 -0.504 -5.973
C 1.783803 -0.559363 -2.993214 1.545 -1.123 -0.961
H 3.159343 0.996317 -2.707974 -0.033 1.571 0.027
```
Forces are in eV/Å.

The gap between HOMO and LUMO is 6.78 eV. For the highest occupied orbital energy, the calculation gives -7.081 eV. The energy relative to the best compared isomer or geometry (same formula, charge and spin) is 3368.9 kJ/mol.

=====

2.
Below is C21H26ClGaOP2 as an isolated structure, with properties calculated with ωB97M-V/def2-TZVPD.

Structure (XYZ):
```
52
Properties=species:S:1:pos:R:3:forces:R:3
H -3.395067 0.555476 1.544976 -0.025 -0.120 -0.140
C 2.364064 0.397870 -2.529731 -0.339 0.084 0.208
C -1.704241 1.151832 -2.085996 0.152 -0.613 0.267
H -3.460073 -0.052634 1.116559 0.026 0.111 0.092
C -1.419583 -2.596199 -0.669849 0.317 0.369 -0.364
C -1.889812 0.832862 4.498682 -0.089 -0.214 -0.081
H -0.077635 -0.906238 6.218045 0.287 0.524 -0.111
H -2.293311 1.070621 3.500566 0.006 -0.014 0.531
H -3.102137 2.291212 -3.235811 0.342 0.098 0.271
H -2.321937 -0.112724 4.876750 0.056 0.504 -0.227
H 0.041589 0.840026 6.661199 0.253 -0.304 0.133
C -1.518163 3.542555 -2.430077 0.149 -0.279 0.134
H -1.307873 -2.493848 0.415277 -0.170 -0.226 -0.335
H 1.708825 2.024449 3.918537 -0.276 0.324 0.011
H 4.097650 1.033091 -3.610665 -0.087 -0.369 0.200
H 5.381745 -1.061761 -3.119357 -0.159 0.035 -0.056
C 0.148579 2.381067 -1.116732 0.096 -0.245 0.004
C -1.694688 -2.770000 -3.457844 0.175 0.272 0.610
Ga 1.415683 -0.805046 1.627171 -0.863 1.939 0.696
H -2.974436 -4.459753 -3.058845 0.125 0.122 0.150
H 1.505570 -0.027929 6.026053 -0.519 0.043 0.101
P -0.124730 0.621000 4.372869 -0.188 0.333 0.306
Cl 3.515505 -0.225584 1.834912 -1.562 -0.631 -0.068
H 1.993195 -2.649821 -0.995678 0.232 0.212 -0.253
C -2.352277 -3.684873 -2.617299 0.342 0.398 -0.205
H -2.259751 0.223493 -2.241991 0.201 0.405 0.066
C -0.891358 -1.765444 -2.906189 0.218 0.040 0.073
H 0.176868 4.501116 -1.471215 -0.228 -0.280 -0.061
C 3.750508 -2.003563 -2.085045 -0.156 -0.282 -0.014
H 1.079007 2.396942 -0.532906 -0.373 0.104 -0.236
H -0.380969 -1.041877 -3.559887 -0.227 -0.459 0.332
C 0.405790 0.060739 5.976802 0.218 -0.114 -0.022
C 3.650879 0.225732 -3.023438 0.259 0.005 -0.325
H -1.889538 4.460766 -2.880612 0.038 -0.198 0.141
H 0.243262 2.474118 2.957568 0.170 0.085 0.410
C -2.204406 -3.596875 -1.235037 -0.188 -0.115 -0.027
H 1.793710 1.305641 -2.767219 0.403 -0.391 0.258
P 0.300238 -0.392557 -0.729609 -0.206 -0.515 -2.827
C -0.750253 -1.684402 -1.504932 -0.462 -0.741 1.199
C -0.358611 3.566208 -1.647400 0.133 -0.154 -0.034
H -2.076119 1.644152 5.222372 -0.124 -0.283 -0.345
O 0.203799 -0.387366 3.260182 1.470 -1.241 -2.441
H -1.795223 -2.818416 -4.539108 -0.041 -0.072 0.219
C -2.190354 2.333693 -2.632858 0.053 0.085 -0.085
C 4.357750 -0.952134 -2.777295 -0.202 0.074 0.071
C 2.472134 -1.844716 -1.570410 -0.097 0.574 0.251
H 0.357565 2.953737 4.711042 0.237 -0.239 -0.444
C 0.621264 2.192712 3.954852 0.021 -0.128 0.153
H 4.254643 -2.961175 -1.941213 -0.008 0.384 -0.082
C -0.488153 1.143959 -1.369958 0.053 0.977 1.128
H -2.717377 -4.311911 -0.599053 0.082 0.113 -0.052
C 1.798250 -0.618206 -1.751144 0.476 0.011 0.823
```
Forces are in eV/Å.

The gap between HOMO and LUMO is 5.78 eV. For the highest occupied orbital energy, the calculation gives -14.730 eV. The charge is +2.

=====

Looking at total energy for the records above, in order, we have -4977.47458, -3958.23469 a.u..
Looking at molecular weight for the records above, in order, we have 703.22, 461.56 g/mol.
Looking at largest force on an atom for the records above, in order, we have 16.107, 3.108 eV/Å.